Here is C19H22ClN5O in the gas phase from the Open Molecules 2025 dataset. Energies are from the ωB97M-V functional and the def2-TZVPD basis.

Each line ends with the Mulliken charge.
Atoms and positions in Å:
O -0.193609 -3.189159 -1.727194  -0.646
C -1.009337 -2.613570 -1.045262  0.162
N -1.750610 -3.337382 -0.143110  -0.103
N -2.666842 -2.809914 0.671181  -0.153
C -3.302258 -3.560938 1.479832  -0.256
C -4.298811 -3.019567 2.382930  0.354
N -4.895670 -3.906585 3.179548  -0.510
C -5.808991 -3.476400 4.026473  -0.214
C -6.186072 -2.144895 4.136501  -0.398
C -5.568019 -1.218418 3.308405  -0.500
C -4.608979 -1.656582 2.415441  -0.347
H -4.097352 -0.982517 1.748467  0.358
H -5.832151 -0.171998 3.361371  0.415
H -6.939040 -1.843698 4.847788  0.367
H -6.260727 -4.238397 4.648498  0.383
H -3.136581 -4.639854 1.541708  0.432
H -1.553530 -4.342402 -0.102719  0.294
C -1.354210 -1.138535 -1.098561  -0.237
N -0.186668 -0.289784 -1.224889  -0.017
C 0.420811 -0.353344 -2.542177  -0.944
H 0.645205 -1.394117 -2.772259  0.475
C 1.709114 0.461492 -2.546770  -0.563
N 1.399648 1.841563 -2.229411  0.154
C 2.497977 2.772897 -2.431657  -1.948
C 3.690497 2.556020 -1.528863  0.550
C 4.645087 1.597896 -1.857699  -0.120
C 5.710793 1.317986 -1.022381  -0.846
C 5.850431 2.004629 0.171209  -0.354
C 4.929191 2.976986 0.514204  -0.661
C 3.863364 3.243577 -0.330529  0.677
Cl 2.764084 4.499333 0.142891  -0.220
H 5.032028 3.532500 1.433599  0.419
H 6.677683 1.793315 0.831419  0.368
H 6.432718 0.566646 -1.304495  0.378
H 4.549021 1.069816 -2.794712  0.388
H 2.098745 3.779723 -2.286116  0.605
H 2.814224 2.675060 -3.474287  0.526
C 0.796984 1.911042 -0.913819  -0.417
H 0.561976 2.952639 -0.687064  0.396
C -0.490205 1.092669 -0.906281  -0.908
H -0.939429 1.138751 0.088947  0.426
H -1.195984 1.530173 -1.634956  0.290
H 1.468608 1.518279 -0.131417  0.282
H 2.156474 0.420782 -3.542629  0.378
H 2.408257 0.016196 -1.819621  0.335
H -0.262755 0.049266 -3.311780  0.393
H -1.877125 -0.884008 -0.175571  0.293
H -2.061655 -1.005727 -1.941373  0.262

Force components x, y, z for each atom (eV/Å):
0.144 -0.020 -0.073
-0.192 0.241 0.103
0.201 -1.171 0.068
-0.570 0.404 0.495
0.694 -0.366 -0.645
-0.544 0.643 0.423
0.431 -0.325 -0.372
-0.334 0.235 0.294
0.073 -0.046 -0.066
0.014 -0.112 0.007
0.004 -0.232 0.042
0.039 0.093 -0.057
-0.007 0.061 -0.006
-0.063 -0.003 0.063
-0.089 0.017 0.088
0.022 0.018 -0.025
-0.021 0.363 -0.084
0.105 0.241 -0.060
-0.099 -0.217 0.015
0.432 -0.127 -0.150
-0.040 0.110 -0.041
-0.265 -0.131 -0.121
-0.002 0.007 -0.043
-0.091 0.092 -0.064
-0.071 0.084 0.040
0.047 0.078 0.074
0.052 -0.074 -0.048
-0.023 0.025 0.004
0.004 0.012 0.056
0.214 -0.190 -0.089
-0.111 0.225 0.129
-0.013 0.057 0.063
0.071 -0.011 0.059
0.064 -0.065 -0.024
-0.034 -0.060 -0.105
0.101 -0.072 -0.108
0.021 0.058 0.057
-0.379 0.039 0.018
0.027 -0.059 0.029
0.168 0.135 0.192
-0.020 0.004 -0.030
0.003 -0.010 0.052
-0.035 0.068 0.011
0.046 -0.027 0.006
-0.007 -0.017 -0.087
0.009 -0.024 0.026
0.037 0.052 -0.225
-0.015 -0.005 0.109

Charge: 0
2S+1: 1
SMILES: O=C(CN1CCN(Cc2ccccc2Cl)CC1)N/N=C/c1ccccn1

---

Here is a gas-phase ion, C19H22ClN6O4 (charge +1) from the Open Molecules 2025 dataset. Energies are from the ωB97M-V functional and the def2-TZVPD basis.

Each line ends with the Mulliken charge.
Atoms and positions in Å:
C -1.712385 2.458301 3.255546  -0.950
H -2.775052 2.233600 3.382194  0.376
H -1.115652 1.571604 3.492241  0.345
H -1.434427 3.268208 3.926981  0.263
O -1.436552 2.933839 1.956705  -0.437
C -1.760049 2.169520 0.896279  0.644
C -2.242026 0.871023 0.960999  -0.430
C -2.511113 0.151820 -0.198447  0.128
C -2.341141 0.752046 -1.434697  -0.753
C -1.834758 2.038113 -1.517320  -0.392
C -1.506567 2.743534 -0.372372  0.497
O -0.902825 3.965204 -0.373943  -0.463
C 0.065112 4.186162 -1.385302  -0.811
C 0.998336 3.007943 -1.499950  0.469
C 1.384140 2.325431 -0.350090  -0.533
N 2.074512 1.199035 -0.373198  -0.357
C 2.442702 0.711329 -1.542069  0.142
C 2.177212 1.334950 -2.752763  -0.807
C 1.429300 2.500248 -2.721083  -0.392
H 1.179026 3.005570 -3.642198  0.478
H 2.529649 0.914905 -3.680284  0.468
Cl 3.287908 -0.790390 -1.501985  -0.153
H 1.113238 2.690449 0.630863  0.647
H -0.405041 4.400877 -2.353564  0.437
H 0.604148 5.081938 -1.061320  0.397
H -1.683779 2.484732 -2.486571  0.457
H -2.592517 0.226219 -2.344127  0.498
C -2.848257 -1.312304 -0.118978  -1.172
H -3.745032 -1.559222 -0.693350  0.393
H -2.998154 -1.615073 0.917659  0.370
N -1.686461 -2.059892 -0.665566  0.281
H -1.632421 -1.876206 -1.669895  0.401
C -1.634069 -3.508450 -0.403430  -0.630
H -2.400268 -4.029315 -0.982059  0.414
H -1.825751 -3.674961 0.658864  0.383
C -0.248750 -4.052264 -0.768499  -0.800
N 0.781789 -3.735948 0.205293  -0.154
C 1.180466 -2.514804 0.602645  -0.068
O 0.571618 -1.463252 0.344156  -0.748
C 2.378201 -2.532675 1.422404  1.032
N 2.962924 -3.661793 1.776184  -0.459
O 3.985429 -3.349596 2.539064  -0.049
N 4.114065 -2.026715 2.702156  -0.577
C 3.132308 -1.453300 2.023319  0.449
N 2.891416 -0.144320 1.987815  -0.208
H 3.599599 0.437502 2.406369  0.308
H 2.381808 0.252047 1.194678  0.272
H 1.382715 -4.491227 0.509784  0.328
H -0.302832 -5.138739 -0.833386  0.434
H 0.043046 -3.668805 -1.755018  0.313
H -0.729027 -1.653896 -0.229035  0.290
H -2.385756 0.396998 1.918301  0.430

Force components x, y, z for each atom (eV/Å):
-0.038 -0.122 0.318
0.029 0.002 -0.028
-0.028 0.027 -0.020
-0.032 -0.099 -0.017
0.063 0.113 -0.418
0.119 0.197 -0.255
0.013 0.056 0.079
-0.075 0.044 -0.147
-0.065 -0.125 0.192
0.017 0.239 0.141
-0.161 -0.154 0.247
-0.334 -0.154 0.210
0.321 0.189 -0.224
0.134 -0.104 -0.106
-0.075 0.326 -0.258
0.138 -0.207 -0.180
-0.249 0.411 -0.074
0.052 -0.077 0.114
0.000 0.039 0.389
-0.069 0.036 -0.113
0.039 -0.068 -0.066
0.234 -0.287 -0.132
-0.135 0.089 0.087
0.058 -0.013 0.114
-0.128 -0.089 -0.107
0.049 0.095 -0.099
-0.049 -0.081 -0.157
-0.336 0.439 0.101
0.107 -0.106 0.039
0.047 -0.090 -0.082
0.550 0.268 0.105
0.034 -0.053 0.136
0.128 -0.570 -0.037
0.019 0.112 0.041
-0.038 0.076 -0.091
-0.205 0.296 -0.004
0.127 -0.169 0.047
-0.401 -0.520 -0.173
0.263 0.010 0.104
1.379 0.233 0.935
-0.764 0.257 -0.554
-0.065 -0.805 -0.097
-0.184 1.510 -0.095
0.034 -1.517 0.122
-0.099 0.576 0.267
-0.009 0.043 -0.055
0.234 -0.046 0.043
-0.037 0.002 -0.034
-0.001 0.108 -0.033
-0.022 -0.109 0.025
-0.601 -0.199 -0.363
0.011 -0.029 0.165

Charge: +1
2S+1: 1
SMILES: COc1cc(C[NH2+]CCNC(=O)c2nonc2N)ccc1OCc1ccc(Cl)nc1

---

For the records above, the corresponding gap between HOMO and LUMO values read 8.56; 8.42 eV.
For the records above, the corresponding energy above the lowest of the compared OMol25 structures with the same formula, charge and spin values read 11.6; 2.5 kcal per mole.